Entry 1:
{
  "formula": "C5H10NP",
  "method": "ωB97M-V/def2-TZVPD",
  "homo_lumo_gap_ha": 0.32894,
  "spin_multiplicity": 1,
  "mol_weight_g_mol": 115.116,
  "homo_ha": -0.2954,
  "elements": ["P", "N", "C", "C", "C", "C", "C", "H", "H", "H", "H", "H", "H", "H", "H", "H", "H"],
  "positions_angstrom": [[1.347, 1.233, -0.010], [2.468, 0.093, -0.207], [1.832, -1.051, 0.350], [0.326, -1.098, -0.049], [-1.625, 0.473, -0.686], [-0.245, 0.298, -0.013], [-1.501, 0.392, 0.826], [1.508, 2.264, -1.051], [2.018, -1.143, 1.490], [-1.834, -0.369, -1.301], [-1.788, -0.500, 1.411], [0.311, -1.405, -1.083], [2.300, -1.999, -0.018], [-0.226, -1.713, 0.654], [1.452, 2.036, 1.131], [-1.923, 1.372, -1.239], [-1.525, 1.165, 1.608]]
}

=====

Entry 2:
{
  "formula": "C5H10NS",
  "method": "ωB97M-V/def2-TZVPD",
  "homo_lumo_gap_ha": 0.35036,
  "charge": 1,
  "spin_multiplicity": 1,
  "mol_weight_g_mol": 116.209,
  "homo_ha": -0.4800,
  "elements": ["S", "N", "C", "C", "C", "C", "C", "H", "H", "H", "H", "H", "H", "H", "H", "H", "H"],
  "positions_angstrom": [[-2.298, -0.320, 0.628], [0.416, -0.033, 1.005], [1.726, 0.690, 0.759], [-2.120, 1.021, -0.589], [-0.080, -1.660, -0.832], [-0.533, -0.390, -0.135], [-0.859, 0.838, -0.906], [-2.899, 1.803, -0.819], [1.489, 1.453, -0.111], [0.982, -1.407, -1.291], [2.617, -0.007, 0.720], [-0.144, 1.577, -1.426], [-0.150, 0.588, 1.688], [0.654, -0.878, 1.528], [-0.108, -2.559, -0.193], [2.104, 1.168, 1.674], [-0.797, -1.884, -1.700]]
}

=====

Entry 3:
{
  "formula": "C5H10NS",
  "method": "ωB97M-V/def2-TZVPD",
  "homo_lumo_gap_ha": 0.33886,
  "charge": 1,
  "spin_multiplicity": 1,
  "mol_weight_g_mol": 116.209,
  "homo_ha": -0.4720,
  "elements": ["S", "N", "C", "C", "C", "C", "C", "H", "H", "H", "H", "H", "H", "H", "H", "H", "H"],
  "positions_angstrom": [[-0.794, -1.629, 1.223], [0.117, -0.177, -1.170], [0.463, 0.399, 1.383], [1.534, -0.640, -1.133], [0.422, -0.699, 2.188], [-1.906, 1.052, -0.066], [-0.422, -0.064, 0.275], [-0.205, 0.676, -1.777], [0.920, -1.174, 3.025], [-2.342, 0.636, -0.874], [2.158, 0.083, -0.603], [-2.640, 1.254, 0.764], [0.835, 1.489, 1.293], [1.553, -1.562, -0.618], [2.076, -0.706, -2.077], [-0.458, -0.961, -1.591], [-1.310, 2.024, -0.242]]
}

=====

Entry 4:
{
  "formula": "C5H10NS",
  "method": "ωB97M-V/def2-TZVPD",
  "homo_lumo_gap_ha": 0.28679,
  "charge": 1,
  "spin_multiplicity": 1,
  "mol_weight_g_mol": 116.209,
  "homo_ha": -0.5131,
  "elements": ["S", "N", "C", "C", "C", "C", "C", "H", "H", "H", "H", "H", "H", "H", "H", "H", "H"],
  "positions_angstrom": [[3.401, 0.421, -0.553], [-0.270, -0.294, 0.937], [0.942, -0.158, -0.074], [-1.954, 0.965, -0.741], [-0.060, -1.327, 0.012], [-1.403, 0.619, 0.715], [2.189, -0.373, 0.395], [4.553, -0.035, 0.065], [-2.253, -0.008, 1.111], [-0.863, -1.656, -0.589], [2.192, -0.996, 1.257], [-2.824, 1.667, -0.660], [0.728, 0.485, -1.013], [0.500, -2.209, 0.473], [-1.222, 1.375, -1.473], [-2.261, 0.019, -1.140], [-1.395, 1.505, 1.277]]
}

=====

Entry 5:
{
  "formula": "C5H10NS",
  "method": "ωB97M-V/def2-TZVPD",
  "homo_lumo_gap_ha": [0.28923, 0.26445],
  "charge": 1,
  "spin_multiplicity": 1,
  "mol_weight_g_mol": 116.209,
  "homo_ha": [-0.4651, -0.4671],
  "elements": ["S", "N", "C", "C", "C", "C", "C", "H", "H", "H", "H", "H", "H", "H", "H", "H", "H"],
  "positions_angstrom": [[-2.275, -0.055, 0.743], [1.508, -0.322, -0.076], [-1.299, -0.981, -0.135], [0.616, -1.235, 0.556], [2.742, -0.267, 0.751], [1.044, 1.032, -0.445], [-3.779, -0.162, -0.295], [2.539, 0.321, 1.645], [0.166, 0.959, -1.084], [0.783, 1.576, 0.462], [1.728, -0.840, -0.945], [3.030, -1.271, 1.058], [3.553, 0.195, 0.191], [-4.628, -0.308, 0.365], [-3.676, -0.989, -0.993], [-3.887, 0.780, -0.831], [1.834, 1.569, -0.968]]
}

=====

Entry 6:
{
  "formula": "C5H10O",
  "method": "ωB97M-V/def2-TZVPD",
  "homo_lumo_gap_ha": [0.14218, 0.28111],
  "charge": -1,
  "spin_multiplicity": 2,
  "mol_weight_g_mol": 86.134,
  "homo_ha": [0.0180, -0.1270],
  "elements": ["O", "C", "C", "C", "C", "C", "H", "H", "H", "H", "H", "H", "H", "H", "H", "H"],
  "positions_angstrom": [[-0.976, 1.618, -2.252], [-0.669, -1.097, -0.587], [0.037, 0.066, 1.476], [1.793, -0.831, -0.072], [0.328, -0.605, 0.236], [-0.922, 1.033, 1.646], [2.148, -1.767, 0.389], [-0.120, 1.367, -1.886], [-1.699, -1.022, -0.277], [-0.420, -1.451, -1.585], [2.426, 0.051, -0.010], [-1.309, 1.418, 2.585], [-1.319, 1.495, 0.766], [1.852, -1.069, -1.152], [-1.607, 1.178, -1.662], [0.454, -0.383, 2.386]]
}

=====

Entry 7:
{
  "formula": "C5H10O",
  "method": "ωB97M-V/def2-TZVPD",
  "homo_lumo_gap_ha": [0.06425, 0.34657],
  "charge": -1,
  "spin_multiplicity": 2,
  "mol_weight_g_mol": 86.134,
  "homo_ha": [0.0515, -0.2335],
  "elements": ["O", "C", "C", "C", "C", "C", "H", "H", "H", "H", "H", "H", "H", "H", "H", "H"],
  "positions_angstrom": [[3.424, -0.684, -4.045], [1.372, 0.970, 1.170], [-2.925, -0.993, 1.155], [-0.902, 0.382, 0.416], [0.163, 0.405, 1.401], [-2.350, 0.168, 0.939], [3.843, -0.084, -4.679], [4.076, -1.394, -4.186], [-0.007, -0.244, 2.323], [-0.508, -0.291, -0.331], [-2.278, -1.855, 0.973], [1.777, 1.409, 0.255], [-2.764, 1.104, 1.298], [2.058, 0.927, 2.022], [-0.989, 1.390, -0.001], [-3.992, -1.211, 1.289]]
}